The following is a quantum chemistry calculation of one molecule with the formula C27H28N2O6 at a distorted geometry, from the Open Molecules 2025 dataset.

LUMO level: 0.66 eV
Kohn-Sham gap: 8.83 eV
total charge: 0
molecular weight: 476.53 g/mol
total energy: -1606.6466 a.u.

Cartesian coordinates (Å):
1 C -7.96 0.42 -2.94
2 C -7.44 -0.93 -2.48
3 C -7.91 -1.25 -1.06
4 O -7.42 -0.34 -0.10
5 C -6.12 -0.39 0.29
6 C -5.70 0.65 1.12
7 C -4.41 0.71 1.59
8 C -3.51 -0.29 1.24
9 N -2.17 -0.24 1.72
10 C -1.84 0.06 3.03
11 O -2.62 0.19 3.93
12 C -0.33 0.17 3.12
13 C 0.19 -0.29 1.75
14 N 1.13 0.62 1.13
15 C 0.61 1.80 0.68
16 O -0.55 2.09 0.91
17 C 1.48 2.71 -0.07
18 C 1.15 3.97 -0.52
19 C 2.28 4.44 -1.22
20 C 3.20 3.44 -1.16
21 O 2.73 2.39 -0.47
22 C 2.44 0.15 0.88
23 C 2.65 -0.79 -0.12
24 C 3.93 -1.28 -0.36
25 C 5.00 -0.83 0.39
26 O 6.29 -1.23 0.24
27 C 6.60 -2.17 -0.77
28 C 8.11 -2.40 -0.74
29 C 8.88 -1.16 -1.17
30 C 4.78 0.11 1.40
31 C 3.51 0.59 1.65
32 C -1.08 -0.40 0.89
33 O -1.10 -0.65 -0.28
34 C -3.91 -1.33 0.42
35 C -5.21 -1.38 -0.06
36 H -7.64 1.20 -2.25
37 H -7.58 0.66 -3.93
38 H -9.05 0.42 -2.98
39 H -7.80 -1.72 -3.15
40 H -6.35 -0.93 -2.51
41 H -7.64 -2.28 -0.79
42 H -9.00 -1.15 -1.00
43 H -6.42 1.41 1.39
44 H -4.10 1.52 2.23
45 H 0.04 -0.43 3.95
46 H -0.08 1.21 3.31
47 H 0.66 -1.27 1.80
48 H 0.22 4.47 -0.35
49 H 2.39 5.39 -1.70
50 H 4.20 3.36 -1.55
51 H 1.82 -1.13 -0.71
52 H 4.06 -2.01 -1.15
53 H 6.07 -3.11 -0.58
54 H 6.30 -1.78 -1.75
55 H 8.34 -3.24 -1.41
56 H 8.39 -2.68 0.27
57 H 8.62 -0.33 -0.52
58 H 9.95 -1.34 -1.11
59 H 8.63 -0.89 -2.20
60 H 5.62 0.45 1.98
61 H 3.35 1.32 2.42
62 H -3.21 -2.10 0.14
63 H -5.49 -2.20 -0.70